1.
{"formula": "C20H27N5O4", "method": "wB97M-V/def2-TZVPD", "elements": ["O", "O", "O", "O", "N", "N", "N", "N", "N", "C", "C", "C", "C", "C", "C", "C", "C", "C", "C", "C", "C", "C", "C", "C", "C", "C", "C", "C", "C", "H", "H", "H", "H", "H", "H", "H", "H", "H", "H", "H", "H", "H", "H", "H", "H", "H", "H", "H", "H", "H", "H", "H", "H", "H", "H", "H"], "positions_angstrom": [[-2.52300, 1.95841, 3.57329], [4.92546, -5.45492, -3.66409], [-6.27067, 3.27525, 1.63272], [0.04188, 2.32867, -0.26209], [2.87269, -1.42921, 0.06205], [-1.85092, 3.00504, 1.67994], [3.73701, -2.97542, -1.33240], [-6.32279, 1.89074, 1.66971], [2.74410, -3.97177, -3.18682], [-2.79739, 2.49720, 2.51236], [1.62731, -3.19957, -2.91055], [1.76607, 1.96507, 1.29968], [-4.22389, 2.59399, 2.08831], [1.97965, -0.47721, 0.68702], [5.02487, -4.58894, -2.56437], [2.50858, 0.93893, 0.44962], [0.47751, -0.50736, 0.39173], [-1.31596, 2.46337, -0.62570], [-0.44406, 2.88376, 2.03162], [-0.23807, 0.47119, 1.31820], [0.25911, 1.90375, 1.09650], [-5.01920, 3.66425, 1.88251], [-2.05460, 3.41727, 0.30072], [1.54134, -2.32946, -1.87841], [2.65666, -2.14790, -0.96381], [-4.78721, 0.03855, 2.07383], [3.73928, -3.82032, -2.38716], [0.49780, -3.40436, -3.86828], [-5.11734, 1.48582, 1.94836], [3.57490, 0.96172, 0.67911], [5.76043, -5.92311, -3.75383], [0.28907, -0.19594, -0.63819], [-1.32054, 0.41166, 1.18515], [0.83448, -3.18381, -4.88200], [4.54445, -2.89284, -0.73138], [0.63748, -1.76505, -1.73894], [-0.05114, 0.20963, 2.36373], [-0.35822, -2.77726, -3.62627], [5.83395, -3.85787, -2.69340], [0.02623, 3.86763, 1.93202], [-1.66381, 4.43208, 0.17355], [-4.84536, 4.72773, 1.89966], [0.19395, -4.45196, -3.85409], [2.07627, -0.67014, 1.76538], [-0.37441, 2.55572, 3.06542], [2.10640, 2.97656, 1.06456], [-1.32482, 2.84744, -1.64588], [-4.39028, -0.34633, 1.13239], [-3.11415, 3.42456, 0.05919], [-4.03653, -0.10356, 2.84971], [-1.82175, 1.48927, -0.62511], [2.39826, 1.18365, -0.61043], [5.21885, -5.13564, -1.63213], [0.07747, -1.51538, 0.52345], [-5.67945, -0.53074, 2.32406], [1.97407, 1.78715, 2.35981]], "mulliken_charge": [-0.626, -0.473, -0.203, -0.453, -0.708, 0.150, -0.127, -0.649, -0.537, 0.795, 0.275, -1.138, 0.426, 0.281, -0.549, -0.802, -0.841, -0.498, -1.972, -0.795, 1.667, -0.451, -0.771, -0.088, 0.527, -1.160, 0.424, -1.271, 0.533, 0.379, 0.322, 0.236, 0.003, 0.299, 0.305, 0.250, 0.487, 0.329, 0.318, 0.367, 0.226, 0.513, 0.299, 0.059, 0.523, 0.451, 0.446, 0.245, 0.520, 0.335, 0.229, 0.221, 0.322, 0.595, 0.400, 0.355], "smiles": "Cc1c/c(=N\\[C@H]2CC[C@@]3(CC2)CN(C(=O)c2conc2C)CCO3)[nH]c(CO)n1", "gap_ev": 8.63, "homo_ev": -8.050}


2.
{"formula": "C20H27N5O4", "method": "wB97M-V/def2-TZVPD", "elements": ["O", "O", "O", "O", "N", "N", "N", "N", "N", "C", "C", "C", "C", "C", "C", "C", "C", "C", "C", "C", "C", "C", "C", "C", "C", "C", "C", "C", "C", "H", "H", "H", "H", "H", "H", "H", "H", "H", "H", "H", "H", "H", "H", "H", "H", "H", "H", "H", "H", "H", "H", "H", "H", "H", "H", "H"], "positions_angstrom": [[5.10552, -1.10916, -0.96596], [-2.15514, 1.54679, 1.90967], [4.90219, 3.14552, -3.31485], [-2.98438, -0.97954, -0.07742], [-2.27782, -0.41897, 2.99493], [-5.52078, -1.30635, 4.17798], [0.31136, 0.21032, -1.05452], [-1.64193, -1.64243, -1.72723], [-4.95762, -1.07988, 2.05859], [-1.93311, -0.84912, -0.68698], [-1.75353, 0.40634, 2.06413], [4.49621, 0.03399, -1.39222], [4.39703, 2.13475, -2.55350], [1.02724, 1.47244, -0.94163], [0.07403, -0.12525, -2.44169], [-4.65126, -0.78829, 3.34600], [-6.43085, -1.95450, 3.40362], [-0.59568, -0.10847, 1.21841], [3.17151, 0.19252, -1.00002], [-6.09460, -1.83226, 2.08590], [3.06755, 2.28184, -2.16515], [6.45339, -1.32651, -1.30160], [-0.43131, -1.55763, -2.50663], [2.45653, 1.31493, -1.38623], [5.11554, 1.00783, -2.16989], [-1.88132, -1.79353, 3.20094], [-0.90812, 0.19117, -0.26290], [6.24250, 3.07688, -3.73380], [-3.45771, 0.02154, 3.72200], [-0.82532, -1.86153, 3.46975], [-2.47231, -2.19634, 4.02093], [-2.32401, -2.35199, -1.95543], [-6.55592, -2.20525, 1.19499], [1.01896, -0.03722, -2.98058], [1.01997, 1.78535, 0.10521], [6.59471, -1.39336, -2.38565], [0.53568, 2.26853, -1.52574], [-1.42879, 1.16679, -0.29737], [6.14218, 0.89010, -2.47246], [2.53640, 3.16535, -2.48088], [6.41833, 3.98574, -4.30713], [-4.40336, -0.84548, 1.24534], [-0.66500, 0.54863, -2.91274], [-3.29621, -0.06266, 4.80018], [-0.64637, -1.84760, -3.53768], [6.42154, 2.20728, -4.37513], [6.71989, -2.27973, -0.84753], [0.33328, -2.23079, -2.10026], [0.29758, 0.44366, 1.51366], [-0.40276, -1.16989, 1.34441], [-2.07149, -2.40389, 2.31416], [-3.61132, 1.07411, 3.46346], [7.10201, -0.54237, -0.89728], [2.70565, -0.57050, -0.39980], [6.93067, 3.05016, -2.88244], [-7.26183, -2.46569, 3.84650]], "mulliken_charge": [-0.436, -0.727, -0.447, -0.745, -0.019, -0.727, 0.630, -0.062, 0.160, -0.135, 0.408, 0.218, 0.255, -1.273, -0.625, 0.425, -0.527, -0.430, -0.535, -0.327, -0.963, -0.896, -0.851, 0.872, -0.318, -1.060, -0.281, -0.851, -0.669, 0.394, 0.422, 0.289, 0.407, 0.415, 0.517, 0.342, 0.279, 0.325, 0.562, 0.461, 0.244, 0.336, 0.302, 0.277, 0.441, 0.333, 0.251, 0.286, 0.369, 0.424, 0.277, 0.366, 0.355, 0.512, 0.336, 0.414], "smiles": "COc1cc(CN2CCNC(=O)[C@H]2CC(=O)N(C)Cc2ncc[nH]2)cc(OC)c1", "gap_ev": 8.63, "homo_ev": -8.107}


Q: Which of them is the least stable? A: 1.


1.
{"formula": "C3H4O4Sc", "method": "wB97M-V/def2-TZVPD", "elements": ["Sc", "O", "O", "O", "O", "C", "C", "C", "H", "H", "H", "H"], "positions_angstrom": [[-1.28500, 0.79451, -1.21163], [0.34233, -2.46440, -0.03998], [1.37326, -0.53142, -0.13864], [0.88877, -1.32798, 1.79679], [-2.21446, 1.94163, -2.42768], [1.06796, -1.66021, 0.53943], [0.52959, 0.55929, 0.32315], [0.21480, 0.19821, 1.71408], [0.75557, 0.81400, 2.43677], [-2.92820, 1.74393, -3.03182], [1.08684, 1.49995, 0.20737], [-0.80712, 0.11835, 2.10432]], "mulliken_charge": [1.633, -0.499, -0.374, -0.380, -0.778, 0.766, -0.530, -0.191, 0.229, 0.336, 0.593, 0.197], "gap_ev": [6.34, 6.34], "total_charge": 1, "homo_ev": [-13.140, -13.139]}


2.
{"formula": "C3H4O4Sc", "method": "wB97M-V/def2-TZVPD", "elements": ["Sc", "O", "O", "O", "O", "C", "C", "C", "H", "H", "H", "H"], "positions_angstrom": [[-0.80379, 2.38746, -2.32608], [-0.81990, 0.22581, -2.23369], [0.09750, -1.40317, 2.52042], [1.01869, 1.30852, -2.09725], [0.69432, -0.46572, -0.74421], [-0.19286, -0.44666, 0.38010], [0.49113, -0.40995, 1.61194], [0.38071, 0.24558, -1.81489], [1.58688, -0.34516, 1.53854], [-0.91446, -1.26608, 0.24218], [-0.62964, -1.07500, 3.05148], [-0.90858, 1.24436, -0.12855]], "mulliken_charge": [1.115, -0.570, -0.416, -0.668, -0.291, 0.015, -0.174, 1.009, 0.343, 0.261, 0.347, 0.030], "gap_ev": [6.05, 7.25], "total_charge": 1, "homo_ev": [-12.181, -12.790]}


Q: Which of them is the least stable? A: 2.


1.
{"formula": "C3H3NO", "method": "wB97M-V/def2-TZVPD", "elements": ["O", "N", "C", "C", "C", "H", "H", "H"], "positions_angstrom": [[0.41554, -0.94685, -0.02679], [-1.18207, -0.80257, 0.01176], [0.96872, 0.32679, -0.22316], [-1.53538, 0.48581, -0.02865], [-0.34245, 0.99378, 0.14878], [1.65815, 0.65775, 0.48245], [-1.38242, -1.35912, 0.78330], [1.39990, 0.64441, -1.14770]], "mulliken_charge": [-0.351, -0.101, -0.104, -0.272, 0.084, 0.218, 0.247, 0.281], "smiles": "C1#CNOC1", "gap_ev": [7.79, 7.79], "homo_ev": [-8.994, -8.994]}


2.
{"formula": "C3H3NO", "method": "wB97M-V/def2-TZVPD", "elements": ["O", "N", "C", "C", "C", "H", "H", "H"], "positions_angstrom": [[-0.66763, -0.93522, 0.00747], [0.70309, -0.95073, -0.02352], [-1.07382, 0.37306, 0.00211], [0.00930, 1.17706, -0.00736], [1.12036, 0.27663, 0.03764], [0.03920, 2.27818, -0.04113], [2.20632, 0.46119, -0.04264], [-2.16108, 0.43698, -0.00572]], "mulliken_charge": [-0.117, -0.299, -0.125, -0.369, -0.156, 0.310, 0.353, 0.402], "smiles": "c1cnoc1", "gap_ev": 11.17, "homo_ev": -10.129}


3.
{"formula": "C3H3NO", "method": "wB97M-V/def2-TZVPD", "elements": ["O", "N", "C", "C", "C", "H", "H", "H"], "positions_angstrom": [[1.84354, -1.01685, 0.02422], [-0.32199, 0.14883, 0.08901], [-1.36112, -0.55923, -0.05120], [1.02091, 1.28321, 0.27193], [1.16656, -0.03828, 0.09546], [1.25426, 1.91992, -0.48580], [-2.33600, -0.10108, 0.02619], [-1.26616, -1.63652, 0.03019]], "mulliken_charge": [-0.543, -0.114, -0.232, -0.401, 0.549, 0.224, 0.262, 0.254], "gap_ev": 9.36, "homo_ev": -9.239}


4.
{"formula": "C3H3NO", "method": "wB97M-V/def2-TZVPD", "elements": ["O", "N", "C", "C", "C", "H", "H", "H"], "positions_angstrom": [[0.96898, -1.37595, 0.16598], [-1.16808, -1.33370, 0.04987], [1.15449, -0.12993, 0.07161], [0.06118, 0.72770, -0.05750], [-1.08997, -0.08511, -0.05035], [2.17439, 0.29512, 0.08969], [0.07841, 1.80230, -0.14627], [-2.17939, 0.09956, -0.12303]], "mulliken_charge": [-0.521, -0.242, 0.171, -0.844, 0.362, 0.349, 0.346, 0.379], "gap_ev": [7.95, 7.95], "homo_ev": [-9.165, -9.165]}


Q: Which of them is the least stable? A: 1.


1.
{"formula": "C3H3NO", "method": "wB97M-V/def2-TZVPD", "elements": ["O", "N", "C", "C", "C", "H", "H", "H"], "positions_angstrom": [[-1.21858, 1.28807, -1.09467], [-1.29551, 0.63598, 0.18177], [-0.10952, 0.02521, 0.43254], [0.83422, -0.84541, 1.07659], [1.10965, -0.50143, -0.18938], [1.68044, -0.62671, -1.11016], [1.11276, -1.25324, 2.02549], [-2.11345, 1.27753, -1.32218]], "mulliken_charge": [-0.376, -0.510, 0.424, -0.315, -0.243, 0.348, 0.340, 0.333], "smiles": "ON=c1cc1", "gap_ev": 9.18, "homo_ev": -8.380}


2.
{"formula": "C3H3NO", "method": "wB97M-V/def2-TZVPD", "elements": ["O", "N", "C", "C", "C", "H", "H", "H"], "positions_angstrom": [[-2.74411, 0.13610, -0.04269], [0.90578, 0.06465, 0.22565], [-1.53833, 0.34946, 0.03928], [1.94082, -0.54297, 0.30997], [-0.17251, -0.12577, -0.49255], [2.93931, -0.03199, 0.18045], [-1.25846, 1.12184, 0.91256], [-0.07251, -0.97133, -1.13266]], "mulliken_charge": [-0.467, -0.075, 0.081, -0.183, -0.129, 0.235, 0.197, 0.343], "gap_ev": [7.88, 7.88], "homo_ev": [-8.993, -8.993]}


Q: Which of them is the least stable? A: 1.